No. 1
Molecular formula: C5H10O
Method: DFT, ωB97M-V/def2-TZVPD

```
16
Properties=species:S:1:pos:R:3:forces:R:3:lowdin_charge:R:1
C -1.006709 -0.387441 -1.177128 -1.3 -0.5 -0.8 -0.09
C -0.561102 0.273605 0.121793 -0.2 -0.2 -1.2 -0.41
C -1.705247 0.879347 0.848007 -0.6 1.3 1.1 -0.10
C 0.706310 0.294326 0.515130 0.8 0.8 0.4 -0.07
C 1.917155 -0.236827 -0.218032 0.1 0.4 -1.4 -0.30
H -1.479773 -1.445268 -0.835299 1.1 2.2 -1.3 0.12
H -1.921379 0.264278 -1.667440 2.4 -1.7 1.1 0.12
H -0.113422 -0.469573 -1.929077 -2.1 -0.2 1.3 0.08
H -1.391427 1.407888 1.790680 -0.2 -0.5 -0.9 0.09
H -2.262076 1.619127 0.195032 0.7 -0.8 0.7 0.09
H -2.439389 0.115483 1.145976 0.1 0.1 -0.2 0.08
H 1.013811 0.815464 1.453725 -0.5 -0.5 -0.7 0.13
H 1.725604 -0.719656 -1.226159 -0.2 0.3 1.2 0.11
H 2.633616 0.590729 -0.480603 -0.8 -0.5 0.4 0.13
H 2.208301 -1.930816 0.849963 0.6 1.9 -0.7 0.13
O 2.675727 -1.070665 0.613431 0.0 -2.2 0.9 -0.10
```
Forces are in eV/Å.

Properties
Energy above the lowest of the compared OMol25 structures with the same formula, charge and spin in kJ/mol: 160.73
Spin multiplicity: 1
LUMO level in Ha: 0.033
Orbital gap in eV: 10.07
SMILES string: CC(C)=CCO

No. 2
Molecular formula: C5H10O
Method: DFT, ωB97M-V/def2-TZVPD

```
16
Properties=species:S:1:pos:R:3:forces:R:3:lowdin_charge:R:1
O -1.461319 -0.250089 0.895464 -1.3 0.2 -0.1 -0.10
C -1.063328 0.180503 -0.420166 -0.1 0.3 0.1 -0.50
C -0.374087 -0.978754 -1.036335 0.1 0.1 0.6 0.02
C 0.762531 -0.728711 0.951624 0.5 -0.4 -0.6 0.02
C 1.211961 0.574932 0.362016 0.1 -0.1 -0.2 -0.24
C -0.042528 1.287908 -0.218873 -0.1 0.1 0.1 -0.15
H -1.459973 -1.218615 0.831575 -0.1 0.4 0.2 0.08
H -1.998721 0.522093 -0.873166 0.2 0.1 -0.5 0.14
H -1.060272 -1.747771 -1.444445 0.5 0.0 0.8 0.07
H 0.378193 -0.760009 -1.810020 -0.1 0.0 0.5 0.07
H 1.278612 -1.645075 0.766219 0.9 -0.1 -0.1 0.05
H 0.463128 -0.630856 2.015185 -0.4 -0.4 -1.0 0.09
H 1.710711 1.233072 1.087156 -0.1 -0.3 -0.1 0.11
H 1.917901 0.333530 -0.433586 0.0 0.3 -0.1 0.10
H -0.450374 2.017568 0.483568 0.1 0.0 0.0 0.11
H 0.187569 1.810271 -1.156218 -0.1 -0.1 0.2 0.11
```
Forces are in eV/Å.

Properties
Energy above the lowest of the compared OMol25 structures with the same formula, charge and spin in kJ/mol: 397.36
Spin multiplicity: 1
LUMO level in Ha: 0.021
Orbital gap in eV: 8.77

No. 3
Molecular formula: C5H10O
Method: DFT, ωB97M-V/def2-TZVPD

```
16
Properties=species:S:1:pos:R:3:forces:R:3:lowdin_charge:R:1
O -1.123091 0.829091 -2.202006 -0.2 0.0 0.2 -0.07
C 0.215873 0.954577 -1.758555 0.4 0.0 0.1 -0.28
C 0.585378 -0.117328 -0.739882 0.0 0.0 0.0 -0.16
C -0.214814 0.019349 0.556023 -0.1 0.0 -0.1 -0.31
C 0.424688 -0.172315 1.903692 0.1 0.1 0.1 -0.13
C -0.511549 -1.212946 1.365168 -0.1 -0.1 0.0 -0.13
H -1.673561 0.687185 -1.421458 0.0 0.1 -0.2 0.07
H 0.405718 1.953260 -1.331451 -0.1 -0.1 -0.1 0.12
H 0.838694 0.850428 -2.652891 -0.1 0.1 0.1 0.12
H 1.661654 -0.061781 -0.531707 -0.1 0.0 0.0 0.12
H 0.394194 -1.092094 -1.209568 0.0 0.1 0.1 0.12
H -1.001786 0.776184 0.546124 0.1 -0.1 0.0 0.13
H 1.488347 -0.396014 1.926703 -0.2 0.0 0.0 0.10
H 0.068115 0.441562 2.727297 0.1 -0.1 -0.2 0.10
H -0.066435 -2.135715 1.000222 -0.1 0.1 0.1 0.10
H -1.491424 -1.323446 1.822288 0.2 0.0 -0.1 0.10
```
Forces are in eV/Å.

Properties
Energy above the lowest of the compared OMol25 structures with the same formula, charge and spin in kJ/mol: 122.84
Spin multiplicity: 1
LUMO level in Ha: 0.041
Orbital gap in eV: 11.35
SMILES string: OCCC1CC1

No. 4
Molecular formula: C5H10O
Method: DFT, ωB97M-V/def2-TZVPD

```
16
Properties=species:S:1:pos:R:3:forces:R:3:lowdin_charge:R:1
C -1.440707 0.436909 -0.850240 -0.5 0.0 0.2 -0.10
C -0.434554 -0.292401 0.031636 1.1 1.9 -0.7 -0.35
C -0.768007 -0.206421 1.507048 -0.1 0.3 0.1 -0.10
C 1.002578 0.644124 -0.313822 -1.6 -1.0 1.2 -0.50
O 1.198486 1.748679 0.140988 -1.0 0.0 -0.9 0.04
C 1.992772 -0.248290 -0.883659 0.9 -3.8 3.4 0.03
H -1.198181 0.334647 -1.914457 0.0 0.0 0.2 0.08
H -1.453483 1.503284 -0.598400 -0.1 -0.1 -0.1 0.08
H -2.447683 0.026090 -0.693934 0.1 0.2 -0.1 0.08
H -0.460104 -1.354700 -0.268829 0.9 0.5 -0.1 0.12
H -0.714312 0.834573 1.846254 -0.1 -0.2 0.0 0.08
H -0.091460 -0.801202 2.132963 -0.1 0.1 -0.2 0.08
H -1.789095 -0.577204 1.665971 0.2 0.1 0.1 0.08
H 1.670951 -1.300707 -0.884134 -0.9 0.5 -0.7 0.05
H 2.955308 -0.393948 -1.424708 -0.3 2.0 0.7 0.09
H 1.977485 -0.353439 0.507325 1.5 -0.3 -3.1 0.23
```
Forces are in eV/Å.

Properties
Energy above the lowest of the compared OMol25 structures with the same formula, charge and spin in kJ/mol: 300.84
Spin multiplicity: 1
LUMO level in Ha: 0.025
Orbital gap in eV: 9.91